Record 1
DFT (wB97M-V/def2-TZVPD) results for C8H5F4NOS as an isolated structure at a distorted geometry.

The calculation puts the HOMO energy at -8.80 eV. As for the LUMO energy: -0.00507 Ha.

Last column: natural (NBO) charge in e.
Positions of all 20 atoms, in Å:
F  3.157  -0.712  -2.503  -0.33
C  -0.656  0.240  -0.673  -0.23
H  -0.853  -0.295  -1.521  0.22
C  2.809  -1.972  1.139  0.64
O  3.612  -2.272  1.976  -0.53
C  3.577  -1.453  -1.404  0.92
F  3.326  -2.708  -1.587  -0.29
F  4.951  -1.298  -1.460  -0.33
F  3.149  0.224  0.128  -0.29
C  -1.041  1.512  -0.254  -0.23
C  2.949  -1.058  -0.122  0.23
H  -1.760  2.088  -0.649  0.21
N  1.505  -2.358  0.903  -0.62
S  0.470  0.704  1.654  0.45
H  0.963  -2.789  1.677  0.41
C  -0.632  1.872  1.049  -0.38
H  -0.914  2.689  1.575  0.23
C  0.333  -0.247  0.157  -0.25
C  0.989  -1.484  -0.164  -0.04
H  0.523  -2.039  -1.000  0.23

---

Record 2
DFT (wB97M-V/def2-TZVPD) results for C8H5INO4 as an isolated structure at a distorted geometry.

The net charge is -1. The calculation puts the HOMO energy at -4.29 eV. As for the LUMO energy: 0.10047 Ha.

Last column: natural (NBO) charge in e.
Positions of all 19 atoms, in Å:
H  -0.678  1.517  -1.685  0.20
I  -1.004  -4.395  -1.964  0.08
C  -0.330  0.747  -0.940  -0.20
C  -0.104  -1.413  -0.214  0.12
C  1.343  0.198  0.681  -0.22
C  -0.810  -0.525  -0.959  -0.26
N  -1.557  -3.490  0.825  0.32
O  -1.391  -2.638  1.771  -0.55
H  2.152  0.397  1.471  0.21
O  -2.233  -4.493  0.886  -0.52
O  -3.204  -1.233  0.979  -0.63
H  -1.597  -0.714  -1.701  0.24
C  0.942  -1.110  0.619  -0.27
O  -3.453  -2.181  3.033  -0.61
C  -3.073  -1.827  1.980  1.02
H  0.891  2.272  -0.056  0.21
H  1.290  -1.958  1.356  0.25
C  0.684  1.172  -0.086  -0.25
C  -0.817  -3.210  -0.217  -0.12

---

Record 3
DFT (wB97M-V/def2-TZVPD) results for C8H5N2O5Tc as an isolated structure at a distorted geometry.

The net charge is +3. Its multiplicity is 4. The calculation puts the HOMO energy (alpha / beta) at -21.02 / -22.85 eV. Its expectation value of S² is 3.780. As for the LUMO energy (alpha / beta): -0.48896 / -0.61785 Ha.

Last column: Mulliken spin population.
Positions of all 21 atoms, in Å:
Tc  -0.726  -1.328  -0.679  1.30
C  -1.770  -1.597  1.025  -0.06
C  1.173  2.533  0.566  0.35
H  0.176  -2.659  0.168  0.18
C  0.488  -1.011  -2.227  -0.06
C  0.868  0.610  1.626  0.06
C  -1.646  0.373  -0.878  0.09
H  0.804  -0.165  2.378  0.01
C  1.234  -1.913  0.287  0.27
C  1.349  1.905  1.797  0.32
N  0.657  1.608  -0.278  0.00
O  2.274  -1.892  0.807  0.13
H  1.767  2.320  2.687  0.00
O  -2.237  1.370  -0.999  0.06
H  1.365  3.538  0.238  0.00
O  -2.372  -1.667  2.018  0.01
O  1.214  -0.755  -3.096  0.01
H  0.436  1.808  -1.252  0.00
C  -2.309  -1.730  -1.927  -0.03
N  0.493  0.412  0.348  0.31
O  -3.238  -1.758  -2.610  0.07

---

Record 4
DFT (wB97M-V/def2-TZVPD) results for one molecule with the formula C8H5NO at a distorted geometry.

The calculation puts the HOMO energy (alpha / beta) at -7.35 / -6.82 eV. As for the LUMO energy (alpha / beta): -0.04644 / -0.05771 Ha.

Last column: natural (NBO) charge in e.
Positions of all 15 atoms, in Å:
C  0.210  1.555  0.216  -0.15
C  1.913  -2.917  0.754  0.88
C  -1.897  1.050  -0.846  -0.15
C  -1.660  -0.330  -0.726  -0.32
H  -2.412  -1.035  -1.046  0.22
N  1.494  -1.818  0.527  -0.50
H  -1.221  3.018  -0.356  0.22
H  0.865  2.242  0.733  0.21
C  0.537  0.181  0.178  -0.24
C  -0.415  -0.700  -0.348  0.04
C  -0.981  1.965  -0.339  -0.25
H  -2.790  1.395  -1.347  0.21
H  2.545  -0.069  1.095  0.21
O  2.139  -4.051  0.880  -0.49
C  1.670  -0.486  0.626  0.12

---

Record 5
DFT (wB97M-V/def2-TZVPD) results for C8H6BF2IrNO4 as an isolated structure at a distorted geometry.

The net charge is -1. The calculation puts the HOMO energy (alpha / beta) at -3.21 / -3.31 eV. As for the LUMO energy (alpha / beta): 0.07219 / 0.06924 Ha.

Last column: natural (NBO) charge in e.
Positions of all 23 atoms, in Å:
H  0.097  4.499  -0.526  0.21
H  -3.942  0.151  -0.595  0.50
O  -3.350  0.915  -0.572  -0.69
H  -0.735  -2.793  2.134  0.21
C  0.177  -3.004  1.580  -1.20
F  1.303  -5.010  0.498  -0.52
B  0.192  -4.314  0.825  1.17
C  1.336  1.358  -0.380  0.09
O  -1.980  -0.864  -0.357  -0.62
H  -2.027  3.175  -0.474  0.22
O  3.688  1.045  -0.614  -0.69
C  -1.005  1.287  -0.334  -0.01
F  -0.912  -5.008  0.468  -0.53
N  0.219  0.661  -0.237  -0.40
H  2.284  3.248  -0.614  0.24
C  1.345  2.735  -0.495  -0.19
H  1.058  -2.802  2.187  0.22
Ir  0.312  -1.542  -0.049  0.67
C  -2.089  0.399  -0.410  0.71
C  2.601  0.494  -0.528  0.74
C  -1.056  2.704  -0.432  -0.18
C  0.108  3.417  -0.474  -0.23
O  2.375  -0.752  -0.602  -0.73

---

Record 6
DFT (wB97M-V/def2-TZVPD) results for a 2-piece molecular cluster, C8H6BrOS overall at a distorted geometry.

The net charge is -1. Its multiplicity is 3. The calculation puts the HOMO energy (alpha / beta) at 0.43 / -4.77 eV. Its expectation value of S² is 2.031. As for the LUMO energy (alpha / beta): 0.11147 / 0.10861 Ha.

Last column: Mulliken spin population.
Positions of all 17 atoms, in Å:
C  -1.024  0.816  -1.041  0.34
C  0.340  0.304  0.864  0.51
C  1.864  -1.936  0.413  0.22
H  -0.530  -1.198  2.261  0.04
C  -0.508  -0.759  1.200  0.09
H  1.263  0.466  1.442  0.03
H  -1.153  1.383  -2.022  0.02
C  -1.577  -1.090  0.339  0.15
C  1.038  2.150  -0.553  0.51
H  -2.742  -0.499  -1.526  0.01
H  -2.317  -1.957  0.602  -0.01
H  1.933  2.307  0.062  0.02
S  2.387  -2.007  1.854  0.07
Br  0.815  3.310  -2.014  0.04
C  0.203  1.097  -0.306  -0.17
C  -1.802  -0.264  -0.850  0.15
O  1.810  -2.123  -0.722  -0.01

---

Record 7
DFT (wB97M-V/def2-TZVPD) results for C8H6ClI2NO as an isolated structure at a distorted geometry.

The calculation puts the HOMO energy at -8.63 eV. As for the LUMO energy: -0.05384 Ha.

Last column: natural (NBO) charge in e.
Positions of all 19 atoms, in Å:
H  -1.452  2.973  1.496  0.25
Cl  0.499  -4.004  -1.706  0.04
N  0.428  -1.448  -1.907  -0.43
H  0.135  0.594  -2.361  0.24
I  2.990  -0.724  1.070  0.26
C  -0.454  0.121  -0.314  -0.25
I  2.507  2.568  0.048  0.27
C  -0.188  -2.161  0.309  -0.29
H  -1.084  -0.620  1.557  0.23
H  -0.568  1.588  1.917  0.22
O  -0.755  2.328  -1.131  -0.53
H  -0.253  -3.001  1.018  0.24
C  -1.370  1.924  1.200  -0.73
C  -0.601  -0.913  0.655  -0.13
H  -2.267  1.242  1.379  0.24
C  -0.756  1.581  -0.194  0.59
C  0.042  -0.252  -1.552  0.10
C  0.186  -2.435  -1.032  0.21
C  2.963  0.639  -0.450  -0.52

---

Record 8
DFT (wB97M-V/def2-TZVPD) results for a 2-piece molecular cluster, C8H6F2N2O3 overall at a distorted geometry.

As for the SMILES: [O-][N+](O)=C(F)F.O=C=Nc1ccccc1. The calculation puts the HOMO energy at -8.81 eV. As for the LUMO energy: 0.02217 Ha.

Last column: natural (NBO) charge in e.
Positions of all 21 atoms, in Å:
H  -1.554  -2.440  -0.521  0.22
H  -4.645  0.547  -0.005  0.22
H  -2.773  2.296  0.409  0.22
F  4.018  0.050  -1.427  -0.25
C  -0.953  -0.538  -0.152  0.14
O  4.274  0.427  1.218  -0.54
C  -1.950  -1.463  -0.311  -0.24
H  -0.453  1.548  0.282  0.24
N  3.154  0.941  0.523  0.26
C  3.107  0.668  -0.766  0.82
N  0.374  -0.872  -0.293  -0.52
H  3.966  0.355  2.147  0.50
O  2.401  -2.010  -0.226  -0.53
C  1.385  -1.488  -0.375  0.85
O  2.273  1.490  1.195  -0.51
C  -3.618  0.294  0.081  -0.22
C  -1.237  0.848  0.025  -0.21
C  -3.259  -1.074  -0.121  -0.20
C  -2.538  1.261  0.164  -0.20
H  -3.999  -1.863  -0.387  0.22
F  2.028  1.023  -1.460  -0.27

---

Record 9
DFT (wB97M-V/def2-TZVPD) results for one molecule with the formula C8H6N2 at a distorted geometry.

The calculation puts the HOMO energy at -8.40 eV. As for the LUMO energy: -0.01710 Ha.

Last column: natural (NBO) charge in e.
Positions of all 16 atoms, in Å:
C  0.698  -1.143  -0.256  0.32
N  -0.464  -1.683  -0.062  -0.51
C  -0.287  1.494  -0.331  -0.39
H  0.405  -0.394  -2.321  0.21
H  -2.229  1.934  0.208  0.19
H  2.091  -1.560  1.542  0.24
C  -1.564  1.095  0.013  0.07
C  1.069  -0.371  -1.465  -0.25
N  -2.212  -0.060  0.298  -0.55
C  1.807  0.451  0.675  -0.18
C  -1.698  -1.264  0.121  0.31
H  2.322  1.205  1.237  0.24
H  -2.412  -2.073  0.252  0.18
C  0.887  0.670  -0.494  0.10
H  -0.100  2.560  -0.254  0.23
C  1.688  -0.861  0.839  -0.21

---

Record 10
DFT (wB97M-V/def2-TZVPD) results for one molecule with the formula C8H6N2 at a distorted geometry.

As for the SMILES: c1ccc2cnncc2c1. The calculation puts the HOMO energy at -8.71 eV. As for the LUMO energy: -0.00492 Ha.

Last column: natural (NBO) charge in e.
Positions of all 16 atoms, in Å:
C  2.305  0.695  -0.086  -0.21
H  -1.440  -2.401  -0.249  0.21
H  1.321  -2.434  0.149  0.22
H  -1.348  2.389  0.217  0.20
N  -2.354  -0.672  -0.083  -0.24
C  1.185  1.454  -0.041  -0.18
C  -0.069  0.668  0.219  -0.09
C  0.014  -0.658  0.056  -0.08
H  1.032  2.509  -0.248  0.23
C  2.398  -0.688  -0.043  -0.20
C  -1.266  -1.365  -0.016  0.04
C  1.236  -1.363  0.123  -0.18
H  3.379  1.200  -0.250  0.21
H  3.328  -1.259  -0.144  0.23
C  -1.273  1.321  0.105  0.04
N  -2.424  0.616  -0.113  -0.21